# 1
{
  "formula": "C9H9F7MgN2O13PS2",
  "method": "ωB97M-V/def2-TZVPD",
  "orbital_gap_ev": 2.17,
  "total_charge": -3,
  "fmax_ha_per_bohr": 0.126,
  "elements": ["Mg", "C", "F", "F", "F", "S", "O", "O", "O", "C", "F", "F", "F", "S", "O", "O", "O", "P", "O", "O", "O", "O", "C", "C", "O", "C", "O", "O", "F", "H", "H", "H", "C", "C", "N", "H", "H", "H", "C", "C", "N", "H", "H", "H"],
  "xyz": [[-0.17779, -0.00627, 0.55953], [-1.63743, -6.20789, 0.10752], [-2.51570, -6.29966, -0.87513], [-1.64172, -7.25880, 0.84766], [-0.33886, -6.18696, -0.26084], [-1.94769, -4.55625, 1.15317], [-3.45963, -4.31742, 1.23983], [-1.32739, -4.81815, 2.45833], [-1.36075, -3.39250, 0.51103], [-3.23129, -1.89116, -4.42717], [-2.35773, -2.81216, -3.92378], [-2.90536, -1.20937, -5.50659], [-4.35411, -2.61001, -4.70761], [-3.71741, -0.72422, -2.89948], [-4.51723, 0.33302, -3.45781], [-4.52852, -1.60335, -2.03111], [-2.48806, -0.24042, -2.20467], [-4.06581, 0.94549, 2.96228], [-5.05697, 0.95690, 1.81083], [-4.85716, 2.22742, 3.30913], [-2.70913, 0.92373, 2.31682], [-4.79818, -0.40343, 3.26698], [2.01430, 7.07512, 0.96436], [0.60227, 7.25013, 0.54308], [0.15807, 5.93770, 0.38666], [1.13458, 5.06526, 0.56837], [1.05401, 3.86940, 0.27358], [2.31548, 5.69932, 0.79739], [0.72608, 7.69836, -0.71867], [2.08890, 7.34663, 2.01737], [2.73347, 7.61923, 0.35213], [-0.07552, 7.89638, 1.10081], [4.92840, -0.48198, -3.48686], [3.79486, -0.63577, -2.56634], [2.84390, -0.75994, -1.87324], [5.28993, 0.54341, -3.56404], [4.73682, -0.91451, -4.46886], [5.70652, -1.18172, -3.18187], [4.40325, -2.41461, 3.85300], [3.20277, -1.64811, 3.52785], [2.29721, -1.01287, 3.28562], [4.54099, -2.11718, 4.89255], [5.31211, -2.20430, 3.28924], [4.18553, -3.47850, 3.75896]],
  "atomic_forces_ev_per_a": [[-0.246, 0.023, 0.029], [0.791, 3.870, 1.444], [0.463, -0.495, -0.660], [-1.522, -2.622, 1.668], [0.238, 0.578, -1.794], [-3.983, 3.338, 1.810], [3.461, -2.330, -0.454], [-0.071, -1.258, -0.928], [0.799, -1.489, -0.933], [-2.068, 0.196, 4.241], [0.239, 0.927, -1.734], [1.104, -0.575, -0.623], [0.438, 0.184, -0.659], [0.419, -0.466, 4.086], [-0.166, 0.663, -1.642], [1.226, 0.273, -1.842], [-1.281, -1.113, -2.247], [0.144, -1.201, -2.143], [-3.194, -0.355, -3.458], [1.438, 1.120, 1.970], [0.249, 0.444, 2.520], [1.334, 0.258, 1.348], [1.438, 0.042, 1.880], [0.474, -1.255, -1.087], [-1.951, 0.967, 1.289], [1.107, -5.681, -2.877], [0.212, 4.117, 1.708], [-0.578, 0.311, 0.609], [-0.810, 1.584, -1.954], [0.478, -0.009, 0.173], [-0.336, 0.304, 0.142], [0.017, -0.297, 0.076], [0.170, -0.938, 0.045], [-3.118, -0.215, 1.729], [3.384, 0.331, -2.302], [-0.042, -0.162, 0.075], [-0.682, 0.506, -0.174], [0.389, 0.425, 0.551], [-0.511, -0.005, 0.559], [1.906, -0.938, -0.507], [-1.601, 1.109, -0.141], [0.569, -0.563, 0.187], [-0.354, 0.372, -0.201], [0.029, 0.023, 0.220]],
  "mulliken_charge": [0.594, 0.530, -0.216, -0.231, -0.256, 1.044, -0.675, -0.706, -0.649, 0.518, -0.215, -0.215, -0.246, 1.004, -0.684, -0.641, -0.714, 0.740, -0.234, -0.597, -0.622, -0.505, -0.417, 0.343, -0.251, 0.486, -0.418, -0.271, -0.301, 0.279, 0.237, 0.286, -0.780, 0.167, -0.178, 0.260, 0.268, 0.250, -0.747, 0.115, -0.097, 0.226, 0.278, 0.244]
}

# 2
{
  "formula": "C9H9IN4O4PdS",
  "method": "ωB97M-V/def2-TZVPD",
  "orbital_gap_ev": 7.38,
  "fmax_ha_per_bohr": 0.016,
  "elements": ["Pd", "O", "C", "O", "C", "C", "N", "N", "C", "C", "O", "O", "H", "H", "H", "C", "N", "C", "C", "N", "C", "S", "H", "H", "H", "H", "H", "H", "I"],
  "xyz": [[-0.65286, 1.55362, 0.11498], [-0.85716, -3.46903, 2.85174], [-2.07066, -2.95138, 2.71433], [-3.07422, -3.57468, 2.94614], [-2.14551, -1.52711, 2.28554], [-3.29669, -0.75429, 2.35630], [-2.99155, 0.46527, 1.90479], [-1.70723, 0.54153, 1.54611], [-1.18258, -0.66255, 1.75796], [0.26619, -0.83593, 1.36917], [0.92023, -1.74356, 1.87093], [0.67808, 0.00070, 0.48602], [-0.14173, -2.84377, 2.56290], [-4.28206, -1.01578, 2.70165], [-3.57322, 1.28738, 1.82773], [0.60971, 1.23301, -3.30724], [1.78320, 1.03735, -2.47287], [2.79028, 0.11806, -2.68018], [3.65432, 0.22688, -1.64979], [3.15870, 1.21339, -0.82979], [2.00717, 1.69291, -1.32453], [1.02793, 2.91300, -0.63309], [0.59500, 0.45110, -4.06124], [0.64850, 2.21268, -3.77944], [-0.28680, 1.17168, -2.68961], [2.79172, -0.53460, -3.53365], [4.54906, -0.32026, -1.41940], [3.50783, 1.48428, 0.07433], [-2.72564, 2.63010, -0.98978]],
  "atomic_forces_ev_per_a": [[-0.124, 0.091, 0.276], [-0.144, -0.042, -0.067], [0.089, -0.050, 0.081], [0.004, 0.026, 0.032], [-0.203, 0.070, 0.106], [0.075, -0.127, 0.016], [0.019, -0.017, 0.037], [-0.355, -0.539, -0.471], [0.273, 0.228, 0.170], [-0.169, 0.027, -0.319], [-0.015, -0.052, -0.072], [0.313, 0.039, 0.655], [0.051, 0.029, 0.007], [0.009, 0.000, 0.053], [0.004, -0.069, -0.164], [-0.043, -0.007, -0.025], [0.027, -0.042, 0.128], [0.033, -0.090, -0.018], [0.062, -0.089, 0.022], [-0.076, 0.032, -0.084], [0.098, 0.022, -0.031], [-0.119, 0.243, -0.449], [0.001, 0.018, -0.017], [-0.034, -0.001, 0.012], [0.011, 0.013, -0.050], [0.024, -0.008, 0.001], [0.019, 0.013, -0.030], [-0.018, -0.027, -0.001], [0.191, 0.307, 0.202]],
  "mulliken_charge": [0.328, -0.519, 0.459, -0.582, 0.765, -0.571, -0.026, -0.597, -0.049, 0.848, -0.773, -0.660, 0.457, 0.514, 0.197, -0.649, 0.257, -0.114, -0.561, 0.052, 0.024, -0.370, 0.290, 0.302, 0.209, 0.415, 0.414, 0.250, -0.310]
}

# 3
{
  "formula": "C9H9N",
  "method": "ωB97M-V/def2-TZVPD",
  "relative_energy_kcal_mol": 36.8,
  "smiles": "C[C@@H]1C=c2ccccc2=N1",
  "orbital_gap_ev": 7.90,
  "fmax_ha_per_bohr": 0.075,
  "elements": ["C", "C", "C", "C", "C", "C", "C", "C", "C", "N", "H", "H", "H", "H", "H", "H", "H", "H", "H"],
  "xyz": [[2.69110, -0.60808, 0.15543], [2.75422, 0.82924, 0.03418], [1.58927, -1.37125, 0.08804], [1.62350, 1.51206, -0.06760], [0.37369, -0.69263, -0.10997], [0.35942, 0.82963, -0.09093], [-0.89822, -1.05937, -0.37079], [-1.72722, 0.20135, -0.40948], [-3.05592, 0.13171, 0.45573], [-0.81798, 1.29325, -0.26002], [3.69145, -1.09413, 0.50139], [3.65758, 1.33880, 0.13510], [1.58949, -2.51346, -0.08884], [1.49126, 2.59579, -0.00098], [-1.42559, -2.00951, -0.48325], [-1.96289, 0.43380, -1.44155], [-3.07279, -0.95472, 0.86920], [-4.00256, 0.30039, -0.11398], [-2.85781, 0.83712, 1.19830]],
  "atomic_forces_ev_per_a": [[3.247, -1.612, 1.378], [-1.392, -0.916, 0.413], [0.485, -2.122, -1.234], [-1.594, 1.783, 0.406], [-1.382, 1.307, -0.405], [0.077, -2.606, -0.601], [-0.805, 0.491, 0.290], [-0.399, -0.895, -0.619], [0.866, -2.677, -1.516], [-0.182, 1.624, 1.365], [-1.767, 0.663, -1.171], [1.470, 0.531, 0.051], [0.316, 1.951, 0.985], [0.667, -0.188, -0.321], [0.721, 0.069, 0.101], [-0.631, -0.566, -0.761], [-0.267, 2.064, -0.379], [0.995, 0.109, 0.485], [-0.424, 0.989, 1.531]],
  "mulliken_charge": [-0.175, -0.514, -0.704, -0.383, 0.984, -0.048, -0.916, 0.702, -1.030, -0.770, 0.228, 0.442, 0.252, 0.359, 0.437, 0.247, 0.278, 0.257, 0.354]
}

# 4
{
  "formula": "C9H9N2O5SZn",
  "method": "ωB97M-V/def2-TZVPD",
  "orbital_gap_ev": 8.13,
  "total_charge": 1,
  "fmax_ha_per_bohr": 0.101,
  "elements": ["O", "C", "Zn", "O", "C", "C", "O", "C", "O", "C", "O", "H", "S", "C", "N", "C", "C", "C", "N", "H", "H", "H", "H", "H", "H", "H", "H"],
  "xyz": [[1.01912, 1.27237, -6.50755], [0.87994, 0.74591, -5.50598], [-0.14331, -0.20043, -2.12442], [-2.15147, 1.84764, -4.54578], [-1.51847, 1.23661, -3.82120], [-1.72326, -0.39156, -0.91841], [-2.60525, -0.62953, -0.22084], [1.18829, -2.03068, -0.85163], [1.69172, -2.92735, -0.34348], [-1.36482, -2.25038, -3.33874], [-1.75095, -3.20617, -3.83117], [0.72888, -1.01801, -3.17650], [0.35610, 1.57236, -0.75362], [0.38945, 0.95197, 0.86671], [-0.64079, 1.25607, 1.66701], [-0.84503, 0.58850, 2.95290], [0.49377, 0.47602, 3.64837], [1.53302, -0.18915, 2.77027], [1.41069, 0.24123, 1.36842], [-1.45257, 1.65431, 1.20093], [-1.30605, -0.39943, 2.79110], [-1.56517, 1.19374, 3.50985], [0.36989, -0.09782, 4.56836], [0.82963, 1.47507, 3.93285], [1.42932, -1.28303, 2.81035], [2.55162, 0.03777, 3.10764], [2.19570, 0.07396, 0.74457]],
  "atomic_forces_ev_per_a": [[-0.186, -0.985, 1.778], [0.277, 1.092, -2.019], [1.869, -0.379, -1.682], [1.479, -1.369, 1.542], [-1.589, 1.350, -1.329], [-4.244, -1.825, 2.418], [2.816, 1.097, -1.921], [1.091, -2.525, 2.139], [-1.110, 2.223, -1.547], [-2.019, -2.519, -1.020], [1.156, 1.949, 0.854], [-0.030, 0.707, 0.195], [0.737, 0.948, 0.663], [0.124, -0.079, 0.522], [-0.208, -0.512, -0.534], [-0.284, -0.004, -0.133], [-0.016, 0.275, 0.458], [0.211, -0.570, -0.075], [-0.409, 0.485, -0.542], [0.445, 0.084, 0.198], [0.176, 0.193, 0.019], [0.246, -0.126, 0.082], [0.106, 0.040, -0.064], [-0.026, -0.012, -0.032], [-0.027, 0.227, -0.092], [-0.277, 0.055, -0.062], [-0.309, 0.181, 0.183]],
  "mulliken_charge": [-0.187, 0.124, 0.712, -0.165, 0.160, 0.482, -0.191, 0.254, -0.221, 0.128, -0.173, -0.252, -0.356, -0.041, -0.109, -0.580, -0.592, -0.589, -0.089, 0.354, 0.262, 0.415, 0.354, 0.305, 0.317, 0.353, 0.325]
}

# 5
{
  "formula": "C9H9N3",
  "method": "ωB97M-V/def2-TZVPD",
  "relative_energy_kcal_mol": 186.9,
  "orbital_gap_ev": 8.56,
  "fmax_ha_per_bohr": 0.137,
  "elements": ["C", "C", "C", "C", "C", "C", "C", "C", "C", "H", "H", "H", "H", "H", "H", "H", "H", "H", "N", "N", "N"],
  "xyz": [[1.24416, 1.63939, 0.65897], [3.11812, -0.15240, 0.04661], [1.79593, -1.70031, -0.48040], [0.84243, -0.66740, -0.42125], [-0.66139, -0.61809, -0.29005], [-1.26017, 0.48415, -0.89191], [-2.61872, 0.65670, -0.50879], [-3.28318, -0.41568, -0.07468], [-1.34484, -1.49852, 0.58174], [1.61062, 2.46470, -0.29846], [1.83763, 1.87232, 1.58481], [-0.10245, 1.50196, 0.74037], [3.88788, 0.57847, 0.69511], [1.29808, -2.66954, -0.99976], [-0.57269, 1.45794, -1.05822], [-3.07613, 1.81944, -0.60162], [-4.35662, 0.06579, 0.40858], [-0.65506, -2.39736, 0.56105], [1.76576, 0.43487, -0.13432], [3.16846, -1.38673, -0.11871], [-2.63783, -1.46970, 0.60095]],
  "atomic_forces_ev_per_a": [[-0.505, 1.123, -4.270], [-1.709, 6.075, 3.082], [-2.940, -2.193, -1.573], [4.720, -0.150, 1.519], [2.668, 1.908, -1.242], [0.677, 2.528, 2.334], [1.372, 4.519, -2.847], [-2.975, 0.844, 5.583], [2.050, -1.085, -4.168], [-1.804, -1.334, 3.526], [-0.975, -0.474, -0.843], [4.897, 0.769, 0.225], [-1.885, -2.172, -2.384], [2.354, 1.672, 1.625], [-1.835, -2.654, -0.730], [0.867, -3.709, -0.029], [2.419, -2.747, -1.537], [-1.422, 0.309, 2.065], [-0.747, -0.936, 2.181], [-2.604, -2.766, -1.878], [-2.624, 0.471, -0.639]],
  "mulliken_charge": [-0.825, -0.064, -0.234, 0.252, -0.093, -0.498, -0.115, -0.156, 0.055, 0.302, 0.280, 0.329, 0.248, 0.248, 0.539, 0.204, 0.210, 0.324, 0.057, -0.526, -0.538]
}

What did the second record say?
{
  "formula": "C9H9IN4O4PdS",
  "method": "ωB97M-V/def2-TZVPD",
  "orbital_gap_ev": 7.38,
  "fmax_ha_per_bohr": 0.016,
  "elements": ["Pd", "O", "C", "O", "C", "C", "N", "N", "C", "C", "O", "O", "H", "H", "H", "C", "N", "C", "C", "N", "C", "S", "H", "H", "H", "H", "H", "H", "I"],
  "xyz": [[-0.65286, 1.55362, 0.11498], [-0.85716, -3.46903, 2.85174], [-2.07066, -2.95138, 2.71433], [-3.07422, -3.57468, 2.94614], [-2.14551, -1.52711, 2.28554], [-3.29669, -0.75429, 2.35630], [-2.99155, 0.46527, 1.90479], [-1.70723, 0.54153, 1.54611], [-1.18258, -0.66255, 1.75796], [0.26619, -0.83593, 1.36917], [0.92023, -1.74356, 1.87093], [0.67808, 0.00070, 0.48602], [-0.14173, -2.84377, 2.56290], [-4.28206, -1.01578, 2.70165], [-3.57322, 1.28738, 1.82773], [0.60971, 1.23301, -3.30724], [1.78320, 1.03735, -2.47287], [2.79028, 0.11806, -2.68018], [3.65432, 0.22688, -1.64979], [3.15870, 1.21339, -0.82979], [2.00717, 1.69291, -1.32453], [1.02793, 2.91300, -0.63309], [0.59500, 0.45110, -4.06124], [0.64850, 2.21268, -3.77944], [-0.28680, 1.17168, -2.68961], [2.79172, -0.53460, -3.53365], [4.54906, -0.32026, -1.41940], [3.50783, 1.48428, 0.07433], [-2.72564, 2.63010, -0.98978]],
  "atomic_forces_ev_per_a": [[-0.124, 0.091, 0.276], [-0.144, -0.042, -0.067], [0.089, -0.050, 0.081], [0.004, 0.026, 0.032], [-0.203, 0.070, 0.106], [0.075, -0.127, 0.016], [0.019, -0.017, 0.037], [-0.355, -0.539, -0.471], [0.273, 0.228, 0.170], [-0.169, 0.027, -0.319], [-0.015, -0.052, -0.072], [0.313, 0.039, 0.655], [0.051, 0.029, 0.007], [0.009, 0.000, 0.053], [0.004, -0.069, -0.164], [-0.043, -0.007, -0.025], [0.027, -0.042, 0.128], [0.033, -0.090, -0.018], [0.062, -0.089, 0.022], [-0.076, 0.032, -0.084], [0.098, 0.022, -0.031], [-0.119, 0.243, -0.449], [0.001, 0.018, -0.017], [-0.034, -0.001, 0.012], [0.011, 0.013, -0.050], [0.024, -0.008, 0.001], [0.019, 0.013, -0.030], [-0.018, -0.027, -0.001], [0.191, 0.307, 0.202]],
  "mulliken_charge": [0.328, -0.519, 0.459, -0.582, 0.765, -0.571, -0.026, -0.597, -0.049, 0.848, -0.773, -0.660, 0.457, 0.514, 0.197, -0.649, 0.257, -0.114, -0.561, 0.052, 0.024, -0.370, 0.290, 0.302, 0.209, 0.415, 0.414, 0.250, -0.310]
}